46
Properties=species:S:1:pos:R:3:forces:R:3:lowdin_charge:R:1 method="wB97M-V/def2-TZVPD" multiplicity=4 e_homo_ev="-7.2 / -7.4" energy_ev=-55967.673 s_squared=3.780 de_lowest_ev=0.4452
Cr -0.8560 0.3581 1.4234 -1.828 0.831 1.743 0.92
O 1.0721 0.5426 0.7454 0.117 0.206 -0.022 -0.06
O -0.9388 -0.2121 -0.8655 0.253 -1.095 0.180 -0.02
O -0.7079 0.6745 3.3587 0.417 -0.112 -1.780 -0.35
O -0.1071 -1.5246 1.8678 0.118 0.163 -0.585 -0.05
O -1.2197 2.2749 0.9388 0.243 -1.611 -0.381 -0.41
O -2.6058 -0.3949 1.5189 0.351 1.404 -0.269 -0.36
N 2.9938 1.6213 0.3494 0.541 0.135 -0.236 -0.17
N -0.4165 -3.6690 1.3120 -1.182 -1.189 -0.844 -0.15
N -1.3360 0.5083 -2.9105 -0.502 -0.654 -1.875 -0.17
C 0.3439 -3.7009 0.0752 0.018 -1.112 -0.190 -0.02
C -1.0120 -4.9561 1.6779 0.977 -0.280 1.756 -0.05
C -2.0715 1.7057 -2.5138 0.376 -0.045 0.391 -0.01
C 2.1768 0.5788 0.2428 -0.066 0.005 0.961 -0.27
C -1.2442 3.6250 1.1747 0.210 -0.177 0.588 -0.30
C -0.9988 -0.4610 -2.0618 -0.384 1.288 1.836 -0.28
C 2.6101 2.8497 1.0379 -0.663 -0.486 -0.001 0.00
C -0.6475 -2.5984 2.0661 0.812 -0.275 0.257 -0.27
C 4.3473 1.5233 -0.1589 0.525 0.584 0.887 -0.05
C -1.4226 0.2014 -4.3283 -0.664 1.089 -0.884 -0.07
H -0.2187 -3.3967 -0.8093 0.078 0.840 0.268 0.09
H -1.6339 -4.8612 2.5704 -0.246 0.322 -0.274 0.09
H 5.0728 1.2179 0.6090 -0.326 -0.463 0.011 0.09
H -1.9629 1.9127 -1.4496 0.265 -0.122 0.065 0.08
H -1.5493 -5.5498 0.9446 -0.012 0.601 -0.526 0.09
H -3.1353 1.5702 -2.7116 -0.042 0.002 -0.205 0.10
H 0.4858 -4.7634 -0.1477 0.251 0.016 0.230 0.08
H 4.7021 2.5395 -0.3515 -0.206 -0.178 -0.790 0.09
H -0.8252 -1.4605 -2.4706 0.276 -0.022 -0.265 0.14
H 1.5218 2.9106 1.0853 -0.006 0.003 -0.305 0.08
H -0.8660 -0.6632 -4.6741 0.222 -0.062 0.394 0.08
H 4.3900 0.8457 -1.0052 0.162 0.202 -0.163 0.09
H 2.6121 -0.3100 -0.2279 0.028 0.049 -0.377 0.15
H -1.2106 -2.8557 2.9685 -0.406 0.458 0.009 0.16
H -0.1806 -5.5620 2.0597 -0.090 -0.319 -0.335 0.10
H -0.8651 4.1660 0.2951 -0.169 0.231 -0.061 0.06
H 1.3433 -3.2874 0.1732 -0.214 0.542 -0.082 0.10
H -2.4485 0.1169 -4.7140 -0.171 -0.427 0.569 0.09
H -0.4710 1.6069 3.3628 -0.116 0.197 0.251 -0.05
H -2.2363 4.0111 1.4518 -0.172 -0.041 -0.308 0.07
H -0.6168 3.9617 2.0234 0.216 -0.159 0.025 0.06
H 2.9233 2.8538 2.0821 0.439 0.051 -0.071 0.10
H -1.6726 2.5339 -3.0951 -0.152 0.167 0.009 0.09
H -3.0256 -1.2414 1.5182 0.148 -0.638 0.021 -0.05
H 3.0205 3.6728 0.4614 -0.009 0.244 0.235 0.09
H -1.1127 1.0850 -4.8989 0.583 -0.163 0.142 0.09

---

21
Properties=species:S:1:pos:R:3:forces:R:3:lowdin_charge:R:1 method="wB97M-V/def2-TZVPD" smiles=C#CC(C)(C)C.[H][H].C#N e_homo_ev=-9.8 energy_ev=-8954.700 de_lowest_ev=5.2324
N -1.2122 1.4115 -3.0768 1.600 -0.891 -0.803 0.07
C -0.0394 -1.3769 1.1535 -3.325 1.088 -0.075 -0.04
C -0.7278 0.8043 0.1565 0.784 -2.265 -0.433 -0.14
C -1.3968 1.7449 0.4467 -1.140 3.282 0.230 0.07
C -2.0083 2.0088 -2.5401 -3.914 2.350 0.551 -0.11
C 1.6223 0.0595 -0.3136 -3.579 0.784 -0.119 0.02
C 0.0417 -0.4643 -0.1268 2.440 2.190 4.131 -0.58
C -0.5089 -1.1975 -1.2178 -0.802 1.202 -4.970 -0.12
H -0.0002 -2.1380 -1.4755 -0.119 0.321 0.289 0.10
H 4.1630 -2.9935 -1.3448 -0.209 0.530 0.103 0.00
H -0.7228 -0.7578 1.8239 0.280 -1.584 -0.526 0.09
H 1.8113 1.0595 0.1217 -0.358 -0.620 -0.243 0.09
H 4.4238 -3.6589 -1.4757 0.204 -0.525 -0.102 0.01
H -0.4334 -2.4171 0.9249 0.267 1.428 0.311 0.10
H 0.7936 -1.4609 1.7547 2.342 -0.204 0.803 0.03
H -2.9609 2.6045 -2.3010 2.253 -1.293 -0.088 0.11
H -1.8353 2.7780 0.5465 0.652 -2.035 0.049 0.06
H -1.6215 -1.3324 -1.1819 1.024 -0.028 0.187 0.11
H 1.8403 0.0445 -1.3524 0.438 0.050 -0.890 0.06
H 2.1065 -0.6636 0.2217 1.973 -1.674 1.040 0.02
H -0.2995 -0.4080 -2.0576 -0.814 -2.104 0.555 0.08

---

61
Properties=species:S:1:pos:R:3:forces:R:3:lowdin_charge:R:1 method="wB97M-V/def2-TZVPD" e_homo_ev=-1.3 energy_ev=-308713.479 de_lowest_ev=0.9093 total_charge=-2
Pt 0.2323 0.2197 -0.3945 -0.792 -0.057 0.069 0.25
Sb 3.1392 -0.1879 -2.6017 -0.777 -0.263 0.334 -0.19
Se 1.0205 1.4838 -2.1428 1.539 0.153 -1.119 -0.04
Se 5.2985 0.0492 -1.4696 -0.303 0.209 -0.331 -0.27
Se 3.2309 -1.3706 -4.7302 -0.026 0.390 0.135 -0.34
Se 1.5755 -1.5742 -1.0759 0.296 -0.157 -0.193 0.04
F -2.9641 2.6941 1.9459 -0.074 -0.099 0.462 0.10
F -3.6211 2.3491 -0.2096 -0.219 -0.193 -0.233 0.10
F -1.4108 2.0872 0.3673 0.471 -0.396 0.004 0.02
F -2.3491 4.1717 0.3240 0.092 0.434 -0.081 0.11
N -1.3160 -1.2282 0.5213 0.058 0.197 0.774 0.04
N 2.2991 1.5181 2.1232 0.100 0.174 0.184 -0.16
N 0.6619 -0.0762 2.0018 -0.316 -1.021 0.348 0.08
N 0.5775 1.5854 3.6777 -0.227 0.082 0.045 -0.14
N -1.6507 -3.4920 -0.0925 0.070 0.043 -0.148 -0.16
N -2.1324 -1.7565 -1.5443 -0.451 -0.270 -0.234 -0.16
C 1.1410 0.9602 2.5930 0.258 0.265 0.105 -0.40
C -2.1714 -2.3404 2.5389 -0.134 -0.002 0.023 -0.06
C -0.6119 -4.1104 0.6980 -0.037 -0.089 -0.007 -0.06
C -0.8502 1.5491 3.9306 -0.055 0.064 -0.197 -0.04
C -2.6856 -0.4342 -1.7532 0.127 0.147 -0.214 -0.06
C -1.2391 -1.5409 1.8827 -0.114 -0.061 0.047 -0.23
C 1.3463 2.3367 4.6365 0.026 0.006 -0.057 -0.08
C -2.6966 -4.3634 -0.5554 -0.015 -0.040 -0.061 -0.08
C 3.1962 0.7025 1.3194 0.055 0.050 -0.083 -0.14
C -1.7475 -2.4742 -2.7439 -0.006 0.105 -0.054 -0.06
C 0.0114 -1.4274 3.9389 -0.025 0.086 0.073 -0.05
C -1.6944 -2.1345 -0.3301 0.173 -0.187 0.003 -0.44
C -0.1893 -0.9803 2.6323 0.190 0.198 0.088 -0.24
C -0.8836 -2.2857 4.5607 -0.103 -0.049 -0.121 -0.12
C 2.2601 2.9130 1.7061 0.031 0.016 -0.009 -0.05
C -2.0096 -2.7118 3.8659 0.100 0.035 0.107 -0.12
B -2.5979 2.8361 0.6062 -0.052 0.018 -0.147 -1.29
H -2.7493 -3.3426 4.3439 -0.009 -0.001 0.014 0.09
H -1.1316 -3.3334 -2.4947 0.006 0.014 0.017 0.08
H 0.1834 -3.3990 0.8898 0.084 0.066 0.013 0.06
H -0.1859 -4.9466 0.1365 0.013 -0.029 -0.036 0.09
H -3.4927 -3.7776 -1.0108 0.014 -0.008 -0.001 0.09
H 1.0940 3.4036 4.6038 0.034 0.008 0.013 0.08
H 2.9289 0.7145 0.2573 0.057 0.057 0.300 -0.04
H -3.1134 -4.9232 0.2909 -0.010 -0.005 0.019 0.08
H -1.1889 2.5618 4.1702 -0.012 -0.060 -0.030 0.09
H 1.1249 1.9735 5.6471 0.004 -0.003 0.020 0.08
H -0.9988 -4.4821 1.6551 0.035 0.022 -0.049 0.08
H -1.3922 1.2348 3.0373 0.097 0.075 0.148 0.09
H 2.0726 2.9672 0.6286 0.019 0.016 -0.002 0.07
H -3.5942 -0.5317 -2.3528 -0.044 0.016 -0.088 0.09
H 4.2070 1.1011 1.4247 -0.008 0.011 -0.062 0.06
H -1.9671 0.2054 -2.2795 -0.096 -0.029 0.108 0.06
H -2.9331 0.0304 -0.8070 0.015 0.074 0.056 0.07
H -1.1465 -1.8103 -3.3714 0.019 -0.031 0.010 0.10
H 3.1807 -0.3312 1.6580 -0.061 0.033 -0.024 0.08
H -3.0399 -2.6823 1.9866 0.026 -0.016 0.002 0.11
H -2.6288 -2.7993 -3.3089 -0.001 -0.007 0.000 0.08
H 3.2136 3.4004 1.9269 0.006 0.006 -0.006 0.08
H -1.0966 0.8791 4.7617 -0.011 -0.002 0.001 0.08
H 2.4099 2.2190 4.4427 -0.021 0.000 -0.028 0.09
H 1.4580 3.4428 2.2142 -0.020 0.007 0.027 0.08
H -2.3351 -5.0895 -1.2934 0.010 -0.011 -0.003 0.08
H -0.7122 -2.6018 5.5818 0.006 -0.012 0.034 0.09
H 0.8835 -1.0645 4.4704 -0.010 0.022 0.035 0.11

---

54
Properties=species:S:1:pos:R:3:forces:R:3:lowdin_charge:R:1 method="wB97M-V/def2-TZVPD" e_homo_ev=-1.3 energy_ev=-102621.140 de_lowest_ev=0.0000 total_charge=-2
Cl 4.9428 -1.3326 -1.3201 0.163 -0.006 -0.154 0.21
S 1.4367 2.1254 2.3672 0.014 -0.070 0.098 0.58
S 1.5815 -0.3722 3.6158 -0.032 -0.040 0.177 0.58
S 1.3634 4.9426 -3.9951 -0.003 0.056 -0.113 0.59
Si -3.6978 -2.3082 -0.9250 0.021 0.008 -0.004 0.34
Na 1.5743 -1.4060 0.5449 0.052 -0.115 -0.151 0.17
F 2.8578 0.7897 5.6388 0.022 0.003 -0.032 0.12
F 3.4180 -1.2657 5.2866 -0.027 0.005 0.019 0.12
F -0.8642 1.1290 1.4714 -0.013 -0.002 -0.012 0.13
F 4.1405 0.2923 3.9713 0.004 -0.038 -0.009 0.13
F -1.0522 2.2356 3.3183 -0.008 0.007 -0.010 0.13
F -0.7517 3.2893 1.4591 -0.011 0.094 -0.038 0.10
O 1.7216 -1.7190 3.1396 0.001 0.059 -0.006 -0.28
O 1.9221 2.6909 1.1445 -0.016 0.031 -0.005 -0.28
O 1.6764 2.8149 3.6043 -0.022 0.022 -0.024 -0.29
O 0.4842 -0.0447 4.4798 0.003 -0.013 0.028 -0.28
N 1.7893 0.5880 2.3885 -0.129 0.145 -0.215 -0.29
N -0.3763 4.8828 -2.0253 -0.044 -0.017 -0.120 0.10
N 1.1169 0.3272 -1.1775 0.151 -0.035 -0.013 0.09
N 2.4421 -3.8348 -1.4538 -0.106 -0.020 0.032 0.01
C 3.0921 -0.1138 4.6829 -0.024 0.029 -0.025 -0.66
C -0.4174 2.1807 2.1484 0.032 -0.086 0.112 -0.66
C -4.2764 -3.8442 -1.8577 0.009 0.001 0.004 -0.21
C -0.1058 0.7654 -1.4628 0.000 0.056 0.049 -0.12
C -1.9555 -2.3740 -0.5245 -0.042 0.061 -0.082 -0.34
C 2.0329 2.3396 -2.0802 0.006 -0.067 0.066 -0.02
C -0.7408 -2.2995 -0.2997 0.126 -0.086 0.214 -0.12
C -0.3373 2.0195 -2.0038 0.024 -0.039 0.035 -0.02
C -4.7774 -2.1539 0.6135 0.008 -0.008 0.003 -0.21
C 0.7571 2.8279 -2.2991 -0.077 0.200 -0.118 -0.26
C 0.5414 4.2323 -2.7546 0.085 -0.166 0.256 -0.85
C -4.0906 -0.8193 -2.0197 0.010 -0.005 0.012 -0.21
C 4.1181 -1.2188 0.3619 -0.274 0.001 0.245 -0.62
C 2.1625 1.0895 -1.4869 -0.054 0.089 -0.048 -0.11
H -3.8265 0.1068 -1.5024 -0.005 -0.001 0.005 0.02
H 2.7731 -3.0517 -2.0101 0.043 0.011 0.042 -0.04
H 4.3564 -0.1887 0.6642 0.048 0.013 -0.033 -0.08
H 2.9002 2.9442 -2.3037 0.005 0.001 0.001 0.11
H -4.5076 -1.2560 1.1735 0.000 0.006 -0.005 0.02
H 4.7696 -1.8427 0.9885 0.061 -0.030 -0.076 -0.08
H 3.0195 -3.7962 -0.6185 0.021 0.062 -0.023 -0.02
H -0.5676 5.8465 -2.2381 0.013 0.005 0.024 0.09
H -4.1026 -4.7396 -1.2566 -0.003 0.001 0.006 0.02
H 3.1337 0.6863 -1.2248 0.012 -0.013 -0.038 0.06
H -3.7109 -3.9578 -2.7852 0.000 0.005 -0.002 0.02
H -1.3490 2.3536 -2.1984 -0.011 -0.009 0.014 0.11
H -5.8409 -2.0999 0.3608 -0.001 0.000 0.000 0.01
H -0.9142 0.0868 -1.2078 0.002 -0.015 -0.042 0.07
H -5.1512 -0.7731 -2.2852 -0.002 0.000 0.001 0.01
H -0.7465 4.4664 -1.1863 0.021 -0.010 0.038 0.10
H 1.5035 -3.5783 -1.1510 -0.048 -0.072 -0.077 -0.05
H -5.3413 -3.7939 -2.1045 -0.002 0.003 0.002 0.01
H -4.6213 -3.0086 1.2753 -0.003 -0.007 -0.005 0.02
H -3.5046 -0.8602 -2.9407 -0.001 -0.005 -0.002 0.02